Formula: C37H64Cl22F7IN2O2PS
Source: the Open Molecules 2025 dataset
Level of theory: ωB97M-V with the def2-TZVPD basis set

LUMO: -2.583 eV
HOMO-LUMO gap: 8.1 eV
HOMO energy: -10.70 eV
E_tot: -13568.31100 Eh
M: 1671.828 g/mol
charge: +1
spin multiplicity: 1

```
137
Properties=species:S:1:pos:R:3:forces:R:3:lowdin_charge:R:1
C -0.57818 -4.34777 2.46722 -0.235 0.472 0.084 0.11
C 0.02114 -3.32484 2.27544 -0.210 -0.111 -0.373 -0.21
C 0.56512 -2.00092 1.96016 0.099 -0.095 -0.116 -0.19
C -0.40230 -1.22590 0.99991 0.947 -0.166 -0.347 -0.19
C 0.00534 -1.26625 -0.50441 0.064 0.046 0.550 -0.25
C 0.55215 -2.62613 -0.96560 -0.620 -0.478 0.059 -0.20
C -0.57674 -3.67487 -1.05906 0.823 0.077 -0.532 -0.16
C -1.58636 -3.40252 -2.17278 -0.811 -0.424 0.450 -0.06
C -2.74788 -4.39444 -2.08481 0.232 0.261 -0.333 -0.44
F -3.32635 -4.55899 -3.30695 0.016 0.107 0.199 0.12
F -2.32826 -5.61994 -1.68557 -0.050 0.153 0.071 0.13
C -3.87881 -3.94176 -1.12746 -0.632 -0.950 0.196 -0.54
F -4.68901 -4.98823 -0.89310 0.163 0.450 -0.024 0.17
F -3.40361 -3.52573 0.06215 0.007 0.098 -0.326 0.15
F -4.61379 -2.96217 -1.66217 0.366 0.022 0.121 0.17
C 0.88585 -0.09240 -1.00642 0.432 -2.209 -0.005 -0.70
F 0.73244 -0.13360 -2.37275 0.030 0.884 0.036 -0.01
I 2.96636 -0.54357 -0.72819 0.016 0.241 -0.064 1.21
N 0.37404 1.25251 -0.54174 -2.107 0.576 -0.898 -0.10
O -0.97727 1.18772 -1.07064 -0.075 0.144 0.098 0.04
C 0.93728 2.45873 -1.25637 1.257 0.012 -1.030 -0.02
C 2.22363 3.21120 -0.89550 0.332 1.449 -0.055 -0.35
C 2.12504 4.35554 0.11774 0.083 -0.045 0.268 -0.01
F 3.35904 2.46047 -0.66338 -0.259 -0.233 0.165 -0.10
C 0.05821 1.38017 0.93042 0.925 -0.310 1.421 -0.37
C -0.55677 2.73770 1.36606 0.098 0.379 -0.551 -0.18
C -1.52297 3.63561 0.56097 -1.082 0.768 0.636 -0.37
C -2.83090 3.09097 -0.03857 -0.461 0.058 -0.506 -0.13
C -1.95191 4.72857 1.59590 0.881 -0.178 -0.212 -0.05
P 1.63373 1.29853 2.03704 0.008 0.634 1.610 0.46
S 1.28307 1.83336 3.87673 -0.160 -0.141 -0.256 0.26
C -0.76557 0.19958 1.50398 -0.785 -0.983 -0.300 -0.25
C -2.29811 0.32187 1.47720 -0.519 -0.853 0.492 -0.14
C -2.95802 -0.61818 2.53060 0.548 0.730 0.365 -0.16
C -3.04395 0.11799 3.87910 -0.078 -0.329 -0.465 -0.18
C -3.86628 -0.62502 4.93009 -0.041 0.910 0.481 -0.18
N -3.83182 0.10908 6.21901 0.355 -0.217 -0.096 0.03
C -2.59682 0.07515 6.89439 0.134 -0.017 -0.275 -0.53
C -2.14947 -1.28131 7.38621 -0.129 0.289 -0.596 -0.06
O -1.94146 1.08143 7.04905 -0.158 0.074 0.362 0.07
H -1.27264 -5.11770 2.70916 0.281 -0.281 -0.029 0.05
H 1.56392 -2.11020 1.53413 0.056 0.033 0.035 0.08
H 0.69229 -1.48088 2.91172 -0.057 0.136 -0.022 0.07
H -1.30059 -1.83561 1.02143 -0.225 0.266 0.024 0.12
H -0.92887 -1.19870 -1.05809 0.025 0.649 -0.035 0.12
H 1.29254 -3.04375 -0.28748 0.157 0.200 0.007 0.09
H 1.00702 -2.57293 -1.95512 0.115 0.256 0.024 0.08
H -1.02411 -3.84435 -0.08667 -0.243 0.114 0.003 0.08
H -0.07108 -4.60606 -1.31806 -0.084 -0.103 0.113 0.13
H -2.06134 -2.41982 -2.10877 0.178 0.095 -0.090 0.12
H -1.16718 -3.51598 -3.17190 0.189 0.052 0.051 0.14
H -0.96442 1.53028 -1.98005 0.211 -0.083 -0.028 0.15
H 1.07268 2.13023 -2.29053 0.084 -0.477 0.187 0.14
H 0.17481 3.22830 -1.35949 -0.224 -0.169 0.667 0.13
H 2.45702 3.73132 -1.82843 -0.372 -0.195 -0.287 0.14
H 2.59251 4.11084 1.07089 -0.136 -0.063 0.028 0.08
H 2.65041 5.22889 -0.26276 0.096 -0.056 -0.072 0.09
H 1.09715 4.66372 0.29218 -0.037 -0.011 -0.025 0.06
H 0.25043 3.40355 1.67783 0.074 -0.069 -0.142 0.06
H -1.03268 2.53364 2.32354 -0.039 -0.253 -0.018 0.10
H -1.04162 4.26234 -0.19356 0.487 -0.515 -0.216 0.07
H -2.87571 2.03283 -0.26681 0.158 0.076 0.048 0.04
H -3.67742 3.30256 0.61497 0.242 -0.169 0.018 -0.01
H -3.08339 3.62171 -0.97107 0.264 -0.388 0.502 -0.02
H -2.18685 5.65125 1.06865 -0.419 -0.030 0.075 0.08
H -1.10922 4.96069 2.25318 -0.066 0.092 0.062 0.09
H -2.77448 4.37925 2.21584 -0.094 0.107 -0.010 0.08
H 2.13946 -0.00225 2.02822 -0.041 0.063 -0.571 -0.06
H 2.60442 2.16046 1.52022 -0.031 -0.481 -0.595 -0.03
H -0.53132 0.17528 2.57291 0.174 0.398 -0.012 0.09
H -2.66337 1.29572 1.78651 0.165 0.270 -0.555 0.10
H -2.69438 0.03799 0.50137 0.086 0.329 -0.138 0.11
H -3.94433 -0.91248 2.17355 -0.016 -0.131 0.051 0.12
H -2.34260 -1.50312 2.71348 -0.252 -0.247 -0.224 0.11
H -3.51144 1.09932 3.74249 0.005 0.020 -0.068 0.12
H -2.01768 0.31370 4.20801 -0.067 -0.038 0.329 0.12
H -4.91226 -0.59805 4.62422 0.001 -0.463 -0.149 0.12
H -3.52665 -1.64544 5.08237 -0.126 -0.107 -0.048 0.11
H -4.05083 1.08538 6.04869 0.013 0.021 0.013 0.12
H -1.90617 -1.88696 6.50770 0.107 -0.102 0.079 0.07
H -1.25695 -1.16676 7.99680 -0.370 -0.033 -0.217 -0.03
H -2.97486 -1.77275 7.89795 0.124 -0.053 0.178 0.09
C 1.17407 -2.51223 6.73966 -0.062 0.042 0.183 -1.04
Cl 0.74730 -3.03796 5.10059 -0.058 -0.037 0.319 0.59
Cl 1.23858 -0.75330 6.86890 0.046 0.023 -0.022 0.55
H 0.41833 -2.90540 7.41986 0.240 0.326 -0.305 -0.09
H 2.14871 -2.91353 6.98604 0.015 0.005 -0.076 -0.04
C -7.02976 2.77318 0.58768 -0.060 -0.010 0.005 -0.99
Cl -6.19341 1.67976 -0.52421 -0.018 -0.019 -0.017 0.52
Cl -5.90130 3.59799 1.67108 -0.248 0.063 0.164 0.55
H -7.55958 3.51928 0.00812 0.073 0.021 -0.031 0.03
H -7.72345 2.19526 1.18614 0.064 -0.045 0.024 0.03
C -0.46397 -3.56274 10.39277 -0.004 0.036 0.189 -0.95
Cl -0.66643 -4.38895 8.83789 -0.242 -0.282 0.215 0.56
Cl -0.70297 -1.81868 10.25450 0.202 -0.134 0.413 0.59
H -1.19761 -3.95519 11.08636 -0.052 -0.009 -0.063 0.03
H 0.53888 -3.75237 10.75633 0.033 0.028 -0.088 0.03
C -1.95184 6.89659 -2.73419 -0.053 -0.055 -0.082 -1.02
Cl -0.39421 6.94577 -1.89780 0.026 -0.106 0.093 0.51
Cl -2.93278 5.49750 -2.25090 0.250 0.429 -0.191 0.57
H -2.49733 7.79819 -2.50111 0.015 -0.015 0.141 -0.03
H -1.76374 6.83375 -3.79724 0.003 -0.078 0.005 -0.04
C 1.86895 7.49486 -5.13184 0.057 -0.003 0.027 -1.00
Cl 0.14210 7.40697 -5.48193 0.010 0.082 -0.167 0.55
Cl 2.42182 6.07102 -4.22949 0.098 0.018 -0.020 0.48
H 2.40797 7.53659 -6.07038 -0.017 -0.084 -0.009 0.03
H 2.06782 8.37965 -4.53923 -0.074 -0.044 0.081 0.03
C 5.04557 -2.78105 -3.65692 0.065 0.018 -0.019 -1.04
Cl 3.58352 -3.73626 -3.37520 -0.034 0.002 -0.061 0.51
Cl 5.79183 -2.25583 -2.13848 0.083 0.024 0.020 0.47
H 5.75486 -3.39793 -4.20576 -0.184 0.187 0.323 -0.07
H 4.77790 -1.90113 -4.23175 -0.034 0.026 0.075 0.03
C 4.73879 -4.44291 -7.05139 -0.176 -0.076 -0.119 -1.05
Cl 6.20471 -4.68831 -6.08358 0.162 -0.189 -0.311 0.55
Cl 3.62899 -5.80814 -6.91289 -0.011 0.042 0.002 0.53
H 4.23555 -3.54914 -6.69894 0.010 -0.025 0.057 0.01
H 5.03469 -4.32702 -8.09175 -0.150 -0.152 0.365 -0.08
C 5.92137 -1.76456 -9.82010 0.063 0.095 -0.068 -0.96
Cl 4.21064 -1.73904 -9.37409 0.011 0.022 0.000 0.54
Cl 6.67979 -3.32586 -9.46275 0.182 0.198 -0.214 0.59
H 6.00521 -1.57705 -10.88377 -0.054 -0.078 -0.014 0.03
H 6.43878 -0.99614 -9.25861 -0.014 -0.046 0.068 0.03
C 3.68483 -5.88491 6.35704 0.026 -0.102 -0.018 -0.99
Cl 2.12597 -5.93395 7.19336 0.067 -0.008 0.005 0.52
Cl 4.02934 -4.28612 5.68054 0.145 -0.075 -0.022 0.53
H 4.46540 -6.13538 7.06514 -0.025 0.070 0.045 0.03
H 3.66460 -6.60341 5.54658 -0.062 0.045 -0.033 0.03
C -6.01331 7.28426 -4.11741 -0.056 -0.040 -0.029 -0.99
Cl -5.14684 6.21071 -5.22134 -0.029 -0.002 -0.015 0.51
Cl -4.90635 8.29587 -3.17628 -0.257 0.166 -0.029 0.55
H -6.65802 7.93199 -4.69884 0.068 0.037 -0.027 0.03
H -6.59745 6.68292 -3.43131 0.079 -0.032 0.032 0.03
C 9.92500 -4.07122 -10.83478 0.007 -0.012 -0.003 -1.06
Cl 11.18256 -2.86146 -11.12109 -0.018 0.038 0.055 0.50
Cl 9.96916 -5.36322 -12.03840 -0.046 -0.025 0.029 0.51
H 10.07677 -4.50461 -9.85296 0.079 -0.023 -0.027 0.02
H 8.95990 -3.58419 -10.88501 0.057 0.003 -0.091 -0.04
```
Forces are in eV/Å.